(1)
10
Properties=species:S:1:pos:R:3:forces:R:3:nbo_charge:R:1 method="wB97M-V/def2-TZVPD" total_charge=0 homo_energy_ev=-9.76 homo_lumo_gap_ev=10.50 relative_energy_kcal_mol=46.0 smiles="C=C.C=O"
C 1.9546 0.1306 1.5251 -0.44 1.43 0.02 -0.39
C 0.9085 0.5915 0.8387 0.99 -1.35 -0.36 -0.39
H 2.5445 0.9078 2.0029 0.41 -0.47 0.21 0.18
H 2.2257 -0.9067 1.6272 -0.07 -0.11 0.05 0.20
H 0.8080 1.6564 0.6908 -0.43 0.02 0.09 0.19
H 0.3307 -0.1375 0.2764 -0.32 0.58 0.13 0.22
C -2.2072 -0.5470 -1.7234 0.09 -0.22 -0.99 0.29
O -1.1734 -0.7554 -1.1610 -0.13 -0.06 0.56 -0.50
H -2.1897 -0.4711 -2.8259 -0.28 0.15 -0.04 0.10
H -3.2015 -0.4686 -1.2509 0.18 0.04 0.33 0.11

(2)
10
Properties=species:S:1:pos:R:3:forces:R:3:nbo_charge:R:1 method="wB97M-V/def2-TZVPD" total_charge=0 homo_energy_ev=-9.56 homo_lumo_gap_ev=10.55 relative_energy_kcal_mol=31.7 smiles=OC1CC1
O -1.2523 1.1751 0.3637 0.04 0.11 -0.24 -0.69
C -0.4292 0.2630 -0.2901 0.26 -0.33 -0.45 0.07
C -0.0443 -1.0213 0.3176 -0.08 -0.23 0.02 -0.44
C 0.9975 0.0630 0.0955 0.24 0.00 -0.04 -0.45
H -1.2887 1.8054 -0.3577 -0.63 0.96 0.56 0.47
H -0.6323 0.2607 -1.3587 0.10 -0.29 0.01 0.16
H -0.0651 -1.8716 -0.3534 0.12 -0.08 0.22 0.22
H -0.3670 -1.2148 1.3356 0.10 0.07 -0.12 0.23
H 1.7009 -0.0409 -0.7234 0.05 -0.11 0.19 0.21
H 1.3805 0.5815 0.9708 -0.20 -0.09 -0.14 0.22

(3)
10
Properties=species:S:1:pos:R:3:forces:R:3:nbo_charge:R:1 method="wB97M-V/def2-TZVPD" total_charge=0 homo_energy_ev=-8.94 homo_lumo_gap_ev=10.08 relative_energy_kcal_mol=39.7 smiles="C=COC"
C 1.9431 -0.2354 -0.0350 1.08 -2.20 0.57 -0.50
C 0.7485 0.2757 -0.0117 -2.79 -0.11 -0.05 0.12
O -0.3558 -0.6207 -0.0203 1.42 1.07 -0.19 -0.54
C -1.6335 -0.0262 -0.0376 -0.95 -0.12 0.74 -0.25
H 2.8642 0.3506 -0.0885 -0.47 -0.37 0.16 0.22
H 1.9090 -1.3780 0.1165 0.68 1.91 -0.60 0.22
H 0.4510 1.3370 0.0360 0.33 -0.54 -0.26 0.17
H -2.0861 -0.1993 0.9713 0.15 0.30 -0.65 0.18
H -1.5228 1.0912 -0.1649 -0.63 -1.21 -0.37 0.17
H -2.3175 -0.5948 -0.7656 1.17 1.28 0.67 0.20

(4)
10
Properties=species:S:1:pos:R:3:forces:R:3:nbo_charge:R:1 method="wB97M-V/def2-TZVPD" total_charge=0 homo_energy_ev=-9.62 homo_lumo_gap_ev=10.45 relative_energy_kcal_mol=31.5 smiles="CC(C)=O"
C 1.2656 -0.3560 0.0478 -0.78 -0.24 -3.09 -0.71
C 0.1564 0.6243 0.0469 0.27 -0.31 0.49 0.57
C -1.2567 0.0327 0.0040 -1.75 0.77 -0.30 -0.75
O 0.4278 1.7947 0.0148 -0.82 0.83 -0.02 -0.55
H 1.0370 -1.0784 0.7614 0.50 -1.13 1.94 0.23
H 2.2474 0.1545 -0.0274 -0.64 -0.87 0.27 0.25
H 0.9399 -0.9833 -0.8656 1.38 0.90 0.70 0.22
H -1.8934 1.0180 -0.4754 1.34 -3.42 0.96 0.26
H -1.7334 -0.1617 1.0744 1.25 0.41 -2.20 0.25
H -1.1906 -1.0447 -0.5809 -0.75 3.07 1.24 0.23

(5)
10
Properties=species:S:1:pos:R:3:forces:R:3:nbo_charge:R:1 method="wB97M-V/def2-TZVPD" total_charge=0 homo_energy_ev=-9.71 homo_lumo_gap_ev=10.76 relative_energy_kcal_mol=105.9 smiles=C[C@H]1CO1
C 0.2262 -0.9819 0.8318 1.43 0.63 0.06 -0.62
C -0.2113 0.2443 0.1756 1.45 1.23 0.71 0.06
C -0.2744 0.7119 -1.2052 0.14 -0.21 -0.26 -0.13
O -1.4612 0.3908 -0.4573 0.01 0.93 0.79 -0.48
H 0.2380 -0.9349 1.9156 -0.87 0.23 0.18 0.22
H 1.3159 -0.2869 0.8099 -0.47 -3.90 -0.42 0.22
H -0.2805 -1.9399 0.5243 1.61 0.51 -0.29 0.23
H 0.6295 0.9004 0.8133 -3.14 1.14 -0.72 0.13
H -0.1462 1.7932 -1.3366 0.07 -0.39 -0.12 0.18
H -0.0359 0.1031 -2.0713 -0.23 -0.17 0.08 0.18

(6)
10
Properties=species:S:1:pos:R:3:forces:R:3:nbo_charge:R:1 method="wB97M-V/def2-TZVPD" total_charge=0 homo_energy_ev=-9.11 homo_lumo_gap_ev=8.45 relative_energy_kcal_mol=85.9
C 0.8425 0.1730 -1.0081 -0.49 0.32 0.12 -0.28
C -0.4286 -0.1570 -0.4165 0.59 -1.02 0.47 0.17
O -1.3488 -0.7591 -1.0073 0.07 0.10 0.14 -0.65
C -0.3493 -0.1511 1.1080 -0.32 -0.16 0.46 -0.65
H 1.1862 -0.4049 -1.8795 -0.65 1.04 -0.32 0.23
H -0.4620 1.1148 -0.6507 1.54 -0.13 -1.33 0.31
H 1.5780 0.8058 -0.5160 -0.32 -0.24 0.19 0.21
H -1.3411 0.0658 1.4909 0.00 -0.06 0.28 0.23
H -0.0867 -1.1939 1.3245 -0.13 0.26 0.25 0.24
H 0.4097 0.5066 1.5547 -0.28 -0.11 -0.25 0.21